(1)
Below is C13H23N3O3S as an isolated structure, with properties calculated with wB97M-V/def2-TZVPD.

Calculated values
**Highest occupied orbital energy**: -7.79 eV
**Strongest force on any atom**: 18.23 eV/Å
**Charge**: 0
**Frontier orbital gap**: 8.39 eV
**E**: -1296.839258 Ha
**Energy relative to the best compared isomer or geometry (same formula, charge and spin)**: 14.226 eV
**LUMO energy**: 0.6 eV

```
43
Properties=species:S:1:pos:R:3:lowdin_charge:R:1
S 3.54666 0.21755 -0.50506 1.08
O 1.42273 -0.82164 0.30120 0.08
O -1.62522 0.04084 1.38844 -0.10
O -2.79005 -0.54062 -0.52377 0.15
N -1.46217 -1.84810 0.25298 0.11
N 2.43828 -2.01941 -1.31680 0.01
N 1.49731 -2.82033 -0.76549 0.09
C -1.93366 -0.67277 0.24717 -0.70
C -4.35862 0.81608 0.71463 -0.05
C 1.91999 4.50227 0.95718 -0.14
C -0.49186 -3.96417 1.04432 -0.07
C 0.84385 -1.90492 0.21465 -0.31
C 1.12870 3.27937 0.64169 -0.35
C -2.46535 2.15816 -0.76259 0.08
C 2.89780 1.56410 0.38139 -0.49
C 1.77503 2.30908 -0.26709 -0.29
C -3.58132 0.82770 -0.48288 -0.40
C -4.46271 0.91293 -1.73139 -0.06
C -0.31778 -2.61977 0.84213 -0.31
C 2.49055 -0.92913 -0.64682 -0.75
H 0.68400 2.88805 1.62041 0.13
H -3.77846 0.70482 -2.69945 0.14
H 2.54247 1.03112 1.40686 0.16
H -0.28296 -1.68457 1.93997 0.25
H -1.43321 -4.29437 1.62233 0.14
H 1.39830 5.19961 1.56063 0.06
H 3.65244 2.15718 0.41119 0.00
H -0.06142 3.74532 0.25452 0.17
H -4.99563 0.10336 0.88784 0.03
H -2.04387 2.19548 0.33030 0.11
H -5.11428 1.75384 -1.69443 0.07
H 0.31446 -4.35666 1.80944 0.15
H -1.72948 -2.30786 -0.68172 0.20
H 0.87212 1.45937 -0.16054 0.15
H 1.92689 2.66131 -1.37239 0.16
H -1.98402 1.97304 -1.46996 -0.07
H -3.67697 1.20502 1.55061 0.11
H -3.17166 2.97642 -0.87342 0.08
H -5.12342 0.11366 -1.94153 0.06
H 2.60265 4.31961 1.70721 0.05
H -5.04821 1.86983 0.79439 0.17
H 2.10819 4.86770 -0.04810 0.09
H -0.36424 -4.41231 0.23588 -0.01
```

(2)
Below is C13H23N5O3PdS as an isolated structure, with properties calculated with wB97M-V/def2-TZVPD.

Calculated values
**Highest occupied orbital energy**: -14.32 eV
**Strongest force on any atom**: 0.25 eV/Å
**Charge**: +2
**Frontier orbital gap**: 7.73 eV
**E**: -1534.212483 Ha
**Energy relative to the best compared isomer or geometry (same formula, charge and spin)**: 0.149 eV
**LUMO energy**: -6.6 eV

```
46
Properties=species:S:1:pos:R:3:lowdin_charge:R:1
Pd -0.87342 0.18356 0.40693 0.77
S -0.20727 1.30413 2.24210 0.77
O -1.01975 1.47671 -1.91045 -0.19
O -1.62731 -1.07770 -1.25448 -0.33
O -2.60150 1.35685 0.47084 -0.38
N 2.38746 -2.62798 1.09404 0.14
N 0.75250 -0.93263 0.45892 0.03
N 3.59778 -4.53735 0.94195 0.21
N 2.33397 -3.91481 -0.87805 0.21
N 2.00220 1.99510 0.85718 0.07
C 3.26107 2.45536 0.67601 -0.02
C -2.29433 -2.27945 -0.84233 -0.05
C 1.51283 -1.77716 0.70476 -0.28
C 2.75980 -3.68270 0.36890 -0.46
C -1.98883 -0.66585 -2.57591 -0.16
C 4.03583 2.76066 1.75619 -0.01
C 2.21902 2.07925 3.19075 -0.06
C -3.60807 0.94785 1.42217 -0.04
C -1.12909 0.52634 -2.95771 -0.15
C 1.44304 1.78965 2.06621 -0.64
C -2.12313 2.34095 -1.69511 -0.15
C 3.49667 2.56962 3.03418 0.01
C -3.18573 1.76432 -0.78371 -0.15
H 3.58551 2.56571 -0.34813 0.14
H -1.52147 0.98729 -3.86829 0.14
H 1.43699 1.78474 0.04277 0.13
H -3.37582 -2.12867 -0.82652 0.10
H 2.66067 -4.70513 -1.40818 0.13
H -1.80947 -1.49148 -3.26947 0.14
H 5.03665 3.13880 1.61413 0.13
H -1.93945 -2.52562 0.15489 0.09
H -2.59946 2.62173 -2.63978 0.15
H -2.05405 -3.09060 -1.53088 0.10
H 4.09036 2.79908 3.90913 0.13
H 1.79643 1.91130 4.17057 0.12
H -3.11059 0.76599 2.37017 0.08
H 3.88181 -4.36606 1.89218 0.14
H -4.10959 0.04283 1.07562 0.10
H -4.32984 1.75485 1.53770 0.11
H 1.77036 -3.23397 -1.35559 0.11
H -0.10860 0.19793 -3.15194 0.14
H -1.71195 3.24292 -1.24208 0.14
H -3.91576 2.54835 -0.56991 0.15
H -3.05688 -0.43538 -2.60380 0.13
H -3.71229 0.91161 -1.21582 0.12
H 3.95268 -5.35092 0.46988 0.13
```

(3)
Below is C13H23NO3PSSi2 as an isolated structure, with properties calculated with wB97M-V/def2-TZVPD.

Calculated values
**Highest occupied orbital energy**: -3.39 eV
**Strongest force on any atom**: 2.76 eV/Å
**Charge**: -1
**Frontier orbital gap**: 3.44 eV
**E**: -2108.187036 Ha
**Energy relative to the best compared isomer or geometry (same formula, charge and spin)**: 0.000 eV
**LUMO energy**: 0.0 eV

```
44
Properties=species:S:1:pos:R:3:lowdin_charge:R:1
S -7.08581 1.24368 -2.64850 0.09
P -6.10467 0.96841 -0.99678 0.35
Si 1.69658 -1.79049 -0.71595 0.19
Si 4.14986 -1.46703 0.96722 0.20
O -4.30687 5.17362 1.63481 0.15
O -8.21200 2.86609 1.06624 0.14
O -6.48911 4.26526 1.72209 0.11
N 2.50493 -1.91368 0.78932 -0.26
C -5.15205 4.37471 1.29007 -0.33
C -2.50463 1.95414 0.23497 -0.12
C -3.37139 3.05808 -0.43150 -0.13
C 2.45908 -2.87872 -2.05136 -0.21
C -1.91110 1.09499 0.87858 0.10
C -0.09180 -2.37774 -0.49619 -0.21
C 1.60731 -0.02087 -1.35809 -0.21
C -5.95460 2.47490 0.09826 -0.23
C -4.79702 3.22369 0.24871 -0.08
C 4.46139 0.35385 0.59540 -0.21
C 5.31162 -2.50570 -0.09269 -0.21
C 4.66478 -1.74829 2.76656 -0.22
C -7.04319 3.15951 0.99311 -0.36
H 5.71576 -1.46951 2.90593 0.01
H -6.79826 -0.03120 -0.22575 -0.01
H 6.35255 -2.33513 0.20787 0.01
H -1.61732 0.30207 1.62200 0.07
H 4.40114 0.56543 -0.47382 0.00
H -0.62945 -2.31030 -1.44828 0.01
H -4.76864 0.47709 -1.19047 0.00
H 5.23509 -2.24615 -1.15073 0.00
H 4.05790 -1.14104 3.44261 0.01
H -0.11760 -3.41679 -0.15877 0.01
H 4.55121 -2.80015 3.04114 0.01
H 2.57610 0.32735 -1.72138 0.00
H -2.87983 4.08405 -0.35682 0.13
H 3.73991 0.98598 1.11915 0.02
H 0.90364 0.04380 -2.19665 0.01
H 5.09750 -3.56993 0.02456 0.02
H -3.58725 2.79469 -1.52083 0.12
H 3.41340 -2.48150 -2.40159 0.00
H 2.61653 -3.89484 -1.68097 0.02
H -0.61292 -1.75755 0.23707 -0.01
H 1.26078 0.65923 -0.57594 0.01
H 5.46554 0.64276 0.92778 0.01
H 1.79289 -2.93674 -2.92039 0.01
```

(4)
Below is C13H24BClN3O2Re as an isolated structure, with properties calculated with wB97M-V/def2-TZVPD.

Calculated values
**Highest occupied orbital energy (alpha / beta)**: -19.13 / -19.10 eV
**Strongest force on any atom**: 2.17 eV/Å
**Spin multiplicity**: 2
**Charge**: +3
**Frontier orbital gap (alpha / beta)**: 4.66 / 5.15 eV
**E**: -1386.743999 Ha
**Energy relative to the best compared isomer or geometry (same formula, charge and spin)**: 1.324 eV
**LUMO energy (alpha / beta)**: -14.5 / -14.0 eV

```
45
Properties=species:S:1:pos:R:3:mulliken_spin:R:1
Re 0.50042 1.85676 0.31524 1.05
Cl 4.22199 3.30900 3.98548 0.00
O -0.93703 -0.78326 -0.02521 -0.01
O 0.75618 -0.58805 -1.53069 0.03
N -0.31027 2.85713 -1.42463 -0.02
N 1.50774 1.25018 1.96657 -0.02
N -1.53319 2.22248 0.96445 0.00
C -0.66774 -1.57709 -3.20860 0.00
C 2.45935 -0.25513 3.55273 0.00
C 1.58597 0.00470 2.52603 -0.01
C -0.88584 -2.10134 -0.67875 0.00
C 3.29251 0.76054 4.02881 -0.02
C -1.81403 2.91257 -1.36163 0.00
C -2.29453 -2.53504 -1.02035 0.00
C 0.09450 -1.84829 -1.90436 0.00
C 2.31060 2.24851 2.44419 0.01
C 1.14227 -2.91180 -2.15092 0.00
C -2.19549 3.23516 0.07296 -0.01
C -0.28717 -3.07278 0.34877 0.00
C 3.22511 2.04219 3.45466 -0.01
B 0.07535 -0.04168 -0.51915 0.00
H 0.66367 -3.88165 -2.27671 0.00
H 1.69101 -2.69379 -3.06636 0.00
H -2.86000 -2.68499 -0.10044 0.00
H -1.57642 2.53978 1.93738 0.00
H 2.21174 3.24298 2.01396 0.00
H 0.74719 -2.80987 0.57896 0.00
H -2.04984 1.33733 0.93431 0.01
H 0.92892 -0.75958 2.12910 0.00
H -2.82899 -1.78914 -1.60817 0.00
H -2.20706 3.66263 -2.04637 0.00
H -0.88451 -3.03338 1.26000 0.00
H -1.42507 -0.80389 -3.06331 0.00
H -0.32052 -4.08868 -0.03668 0.00
H -3.27697 3.20721 0.20563 0.00
H 1.88034 -2.96596 -1.35103 0.00
H 2.49884 -1.24526 3.98683 0.00
H -1.14538 -2.49188 -3.55179 0.00
H -2.28136 -3.47939 -1.56118 0.00
H 0.04900 3.81834 -1.46723 0.00
H -2.20677 1.93651 -1.64945 0.00
H -1.84876 4.23133 0.35410 0.00
H 0.03551 -1.24874 -3.97245 0.00
H 3.98947 0.57255 4.83840 0.00
H -0.03073 2.44277 -2.32308 0.00
```

(5)
Below is C13H24BCrF4N2O9 as an isolated structure, with properties calculated with wB97M-V/def2-TZVPD.

Calculated values
**Highest occupied orbital energy (alpha / beta)**: -11.98 / -11.98 eV
**Strongest force on any atom**: 1.97 eV/Å
**Spin multiplicity**: 5
**Charge**: +1
**Frontier orbital gap (alpha / beta)**: 5.77 / 6.45 eV
**E**: -2765.178003 Ha
**Energy relative to the best compared isomer or geometry (same formula, charge and spin)**: 0.000 eV
**LUMO energy (alpha / beta)**: -6.2 / -5.5 eV

```
54
Properties=species:S:1:pos:R:3:mulliken_spin:R:1
Cr -1.05075 1.97147 -2.22287 4.01
F -0.73104 -0.39766 0.54100 -0.01
F -0.33201 0.11751 -1.65153 0.01
F 1.42813 -0.03513 -0.24140 0.00
F -0.06755 1.71756 -0.09695 0.01
O 2.08744 3.17201 -4.60484 0.00
O -0.84522 -3.08959 4.88062 0.00
O -2.87253 1.82915 -1.14835 -0.01
O 3.12150 1.79683 -3.36382 0.00
O -4.96633 1.26343 -0.57067 0.00
O 0.04785 -3.74523 2.93293 0.00
O -3.70955 2.05846 0.93746 0.00
O 0.27190 -5.04981 4.62210 0.00
O 0.88864 1.97521 -3.13638 0.00
N 4.18154 1.47781 2.32584 0.00
N 2.07109 -4.60865 0.28219 0.00
C -5.22836 0.69137 -1.85569 0.00
C 3.51137 2.19117 1.73183 0.00
C -0.21999 -3.87920 4.22394 0.00
C 0.14455 -5.31279 6.01325 0.00
C -2.47803 2.56573 1.45044 0.00
C -3.75963 1.66576 -0.30349 0.00
C 1.44138 -4.01005 -0.46722 0.00
C 0.89942 3.79893 -5.09590 0.00
C 1.96895 2.28159 -3.64535 0.00
C 3.26698 0.71261 -2.42473 0.00
C -0.12640 -2.47230 2.33618 0.00
C 0.57928 -3.24455 -1.37125 0.00
C 2.69959 3.13989 0.93693 0.00
B 0.10355 0.33883 -0.26680 -0.02
H 1.23809 4.28563 -6.00717 0.00
H 3.31997 3.65265 0.21049 0.00
H -2.65799 2.88263 2.47517 0.00
H -6.30782 0.69405 -1.95863 0.00
H 1.14448 -5.42863 6.42425 0.00
H -1.74764 1.76521 1.55543 0.00
H -1.10867 -2.49020 1.85862 0.00
H 0.63405 -2.22546 -0.98741 0.00
H 0.53761 4.55959 -4.40536 0.00
H 2.12293 3.75159 1.62104 0.00
H 3.35414 1.16036 -1.43507 0.00
H -0.47952 -6.18850 6.17314 0.00
H 4.15646 0.14098 -2.66365 0.00
H 0.68043 -2.34714 1.62304 0.00
H 0.90321 -3.27152 -2.40652 0.00
H -2.10462 3.40632 0.87039 0.00
H -0.18241 -1.58768 2.97059 0.00
H 2.04909 2.43875 0.41262 0.00
H -4.77987 1.22946 -2.68856 0.00
H -4.88057 -0.34045 -1.90368 0.00
H -0.32593 -4.50691 6.57672 0.00
H 2.41433 0.03809 -2.44576 0.00
H -0.43255 -3.62301 -1.24111 0.00
H 0.12703 3.08383 -5.37602 0.00
```